DFT (the ωB97M-V functional and the def2-TZVPD basis) results for an isolated ion of composition C8H12N3 and charge +1 in a non-equilibrium geometry.

Geometry (Å):
C1 -0.159 1.143 2.257
C2 -1.418 1.736 2.160
C3 -1.924 0.583 0.123
C4 0.248 0.231 1.256
C5 -0.679 -0.056 0.194
C6 1.321 -1.104 -0.284
C7 2.254 -0.470 -1.286
C8 -0.525 -1.166 -2.022
N1 -2.232 1.433 1.167
N2 1.395 -0.423 1.016
N3 -0.149 -0.986 -0.669
H1 0.597 1.360 2.969
H2 -1.862 2.468 2.897
H3 -2.826 0.405 -0.448
H4 1.412 -2.165 0.020
H5 2.006 -1.017 -2.261
H6 3.332 -0.605 -1.075
H7 2.021 0.662 -1.504
H8 -0.247 -0.235 -2.761
H9 -0.097 -2.165 -2.292
H10 -1.571 -1.160 -2.116
H11 -2.950 2.088 0.957
H12 2.049 -0.557 1.701

Properties
Net charge: +1
Kohn-Sham gap (Ha): 0.30754
Largest force on an atom (eV/Å): 3.88
Electronic energy (hartree): -476.04905
SMILES: C[C@H]1[NH+]=C2C=CNC=C2N1C

DFT (the ωB97M-V functional and the def2-TZVPD basis) results for an isolated ion of composition C8H12N3O and charge +1 in a non-equilibrium geometry.

Geometry (Å):
C1 2.114 0.768 0.110
C2 1.272 -0.325 -0.332
C3 -0.142 -0.404 -0.118
C4 -1.792 0.274 1.543
C5 -2.361 0.247 -1.005
C6 -0.726 2.098 0.091
C7 3.108 -1.920 -0.302
C8 -1.274 0.587 0.097
N1 2.938 1.559 0.271
N2 -0.430 -1.629 -0.475
N3 1.744 -1.568 -0.582
O1 0.588 -2.395 -0.684
H1 -2.684 0.847 1.585
H2 -1.842 -0.842 1.800
H3 -1.111 0.814 2.141
H4 -3.322 0.720 -0.781
H5 -2.010 0.494 -2.000
H6 -2.523 -0.853 -0.993
H7 -1.576 2.831 0.046
H8 -0.232 2.240 1.044
H9 -0.021 2.398 -0.702
H10 3.577 -1.711 -1.241
H11 3.614 -1.235 0.453
H12 3.090 -2.997 0.034

Properties
Net charge: +1
Kohn-Sham gap (Ha): 0.33134
Largest force on an atom (eV/Å): 4.50
Electronic energy (hartree): -551.11168
SMILES: C[n+]1onc(C(C)(C)C)c1C#N

DFT (the ωB97M-V functional and the def2-TZVPD basis) results for a 2-piece molecular cluster, C8H12N3O overall in a non-equilibrium geometry.

Geometry (Å):
C1 1.409 -2.632 1.110
C2 0.880 -1.908 2.274
C3 1.129 -2.270 -0.181
C4 0.059 -0.861 2.040
C5 -0.152 -0.377 0.675
C6 0.426 -1.075 -0.415
C7 -0.662 0.076 2.874
C8 -0.870 0.805 0.738
N1 0.143 -0.591 -1.662
N2 -0.455 2.769 -3.522
N3 -1.166 1.059 1.983
O1 -0.680 2.199 -2.299
H1 2.096 -3.512 1.270
H2 1.281 -1.986 3.192
H3 1.678 -2.819 -1.032
H4 -1.604 -0.348 3.345
H5 0.009 0.686 3.576
H6 -1.232 1.239 -0.141
H7 0.660 -1.019 -2.400
H8 -0.213 0.377 -1.834
H9 0.267 2.064 -3.895
H10 -0.130 3.757 -3.671
H11 -1.740 1.824 2.267
H12 -1.132 2.541 -4.293

Properties
Net charge: +1
Kohn-Sham gap (Ha): 0.28176
Largest force on an atom (eV/Å): 4.64
Electronic energy (hartree): -551.20872

DFT (the ωB97M-V functional and the def2-TZVPD basis) results for an isolated ion of composition C8H12N3O and charge +1 in a non-equilibrium geometry.

Geometry (Å):
C1 -1.254 -0.261 2.141
C2 -1.462 -1.511 1.648
C3 -0.445 0.364 1.088
C4 0.934 -0.461 -1.131
C5 1.749 0.632 -0.622
C6 0.845 1.867 -0.304
C7 0.079 2.458 -1.433
C8 -0.682 -3.027 -0.190
N1 -0.189 -0.605 0.172
N2 -0.775 -1.783 0.509
N3 0.090 1.588 0.906
O1 0.726 -1.119 -2.058
H1 -1.519 0.011 3.085
H2 -1.951 -2.341 2.107
H3 2.323 0.513 0.397
H4 2.512 0.881 -1.400
H5 1.571 2.527 -0.045
H6 -0.762 1.715 -1.712
H7 0.508 2.531 -2.394
H8 -0.179 3.495 -1.091
H9 -1.175 -3.833 0.413
H10 -0.978 -2.955 -1.245
H11 0.485 -3.117 -0.146
H12 -0.454 2.429 1.305

Properties
Net charge: +1
Kohn-Sham gap (Ha): 0.33356
Largest force on an atom (eV/Å): 4.38
Electronic energy (hartree): -551.23999
SMILES: C[C@@H]1CC(=O)N2C(=[NH+]1)C=CN2C

DFT (the ωB97M-V functional and the def2-TZVPD basis) results for a 4-piece molecular cluster, C8H12N4 overall in a non-equilibrium geometry.

Geometry (Å):
C1 -0.965 0.156 -0.007
C2 -0.841 0.226 1.435
N1 -0.759 0.250 2.582
H1 -1.581 1.022 -0.297
H2 -1.442 -0.723 -0.419
H3 -0.034 0.436 -0.493
C3 1.018 -2.925 -3.988
C4 1.154 -2.066 -2.818
N2 1.251 -1.343 -1.931
H4 0.596 -2.407 -4.847
H5 0.462 -3.844 -3.818
H6 2.001 -3.270 -4.322
C5 1.432 1.893 -3.134
C6 0.137 2.503 -2.797
N3 -0.879 2.961 -2.524
H7 2.008 2.659 -3.652
H8 1.324 1.031 -3.786
H9 1.967 1.552 -2.252
C7 -1.015 0.452 5.676
C8 -1.356 0.035 7.062
N4 -1.611 -0.304 8.129
H10 -0.793 -0.424 5.087
H11 -0.180 1.140 5.782
H12 -1.893 0.992 5.330

Properties
Net charge: 0
Kohn-Sham gap (Ha): 0.41563
Largest force on an atom (eV/Å): 2.03
Electronic energy (hartree): -531.01084
SMILES: CC#N.CC#N.CC#N.CC#N

DFT (the ωB97M-V functional and the def2-TZVPD basis) results for one molecule with the formula C8H12N4O in a non-equilibrium geometry.

Geometry (Å):
C1 1.329 0.066 0.413
C2 0.156 -0.122 1.355
C3 -1.175 -0.264 0.638
C4 -2.223 0.606 0.941
C5 -3.458 0.493 0.275
C6 -3.640 -0.510 -0.667
C7 -2.613 -1.415 -0.943
C8 -1.394 -1.280 -0.296
H1 2.383 2.762 -0.337
H2 2.335 2.077 -1.837
H3 0.333 1.646 -0.398
H4 0.101 0.759 2.026
H5 0.364 -0.998 1.963
H6 -2.115 1.395 1.693
H7 -4.242 1.203 0.477
H8 -4.564 -0.606 -1.227
H9 -2.757 -2.182 -1.696
H10 -0.572 -1.956 -0.572
H11 3.626 0.263 -0.545
H12 4.513 -2.161 -0.265
N1 2.322 1.880 -0.831
N2 1.194 1.114 -0.522
N3 2.307 -0.753 0.528
N4 3.330 -0.706 -0.395
O1 4.461 -1.307 0.224

Properties
Net charge: 0
Kohn-Sham gap (Ha): 0.32840
Largest force on an atom (eV/Å): 1.44
Electronic energy (hartree): -606.19522
SMILES: NN/C(Cc1ccccc1)=N\NO

DFT (the ωB97M-V functional and the def2-TZVPD basis) results for one molecule with the formula C8H12N4O3 in a non-equilibrium geometry.

Geometry (Å):
C1 -3.001 -0.575 1.019
C2 -2.977 -0.002 -0.382
C3 -0.450 0.201 -0.360
C4 0.087 1.684 0.324
C5 0.642 0.146 -1.410
C6 2.004 -0.040 -0.747
C7 2.697 0.642 0.285
C8 3.639 -1.338 -0.277
H1 -2.241 -2.285 1.884
H2 -3.158 -2.579 0.671
H3 -3.974 -0.530 1.466
H4 -2.326 -0.008 1.684
H5 -1.933 0.596 -1.847
H6 -0.247 -0.589 0.308
H7 0.569 -0.648 -2.249
H8 0.554 1.165 -1.889
H9 2.412 1.308 1.041
H10 4.537 -2.000 -0.289
H11 4.526 -0.055 1.225
H12 0.069 3.443 0.141
N1 -2.450 -1.958 0.926
N2 -1.734 0.358 -0.861
N3 2.611 -1.251 -1.052
N4 3.706 -0.273 0.568
O1 -3.958 0.125 -1.179
O2 0.582 1.741 1.363
O3 -0.183 2.721 -0.365

Properties
Net charge: 0
Kohn-Sham gap (Ha): 0.33963
Largest force on an atom (eV/Å): 6.38
Electronic energy (hartree): -756.74905
SMILES: NCC(=O)N[C@@H](Cc1c[nH]cn1)C(=O)O

DFT (the ωB97M-V functional and the def2-TZVPD basis) results for a 2-piece molecular cluster, C8H12N5O2 overall in a non-equilibrium geometry.

Geometry (Å):
C1 -2.155 0.544 -0.288
C2 -0.509 -1.783 0.335
C3 1.726 -0.178 -1.721
C4 2.356 0.864 -0.816
C5 0.283 -0.144 -1.473
C6 1.851 0.562 0.638
C7 -0.257 -0.293 -0.040
C8 0.106 0.235 2.296
N1 -2.698 1.582 -0.880
N2 -3.098 -0.300 0.171
N3 -3.997 1.360 -0.883
N4 -4.235 0.270 -0.190
N5 0.437 0.533 0.907
O1 0.546 -2.368 0.661
O2 -1.624 -2.284 0.393
H1 1.842 0.259 -2.772
H2 2.282 -1.090 -1.466
H3 3.475 0.799 -0.666
H4 2.010 1.810 -1.224
H5 -0.108 0.839 -1.961
H6 -0.257 -0.994 -2.009
H7 2.250 -0.517 0.932
H8 2.409 1.170 1.353
H9 0.241 -0.897 2.444
H10 0.785 0.720 3.051
H11 -0.922 0.593 2.687
H12 -2.739 -1.291 0.520

Properties
Net charge: -1
Kohn-Sham gap (Ha): 0.30380
Largest force on an atom (eV/Å): 4.68
Electronic energy (hartree): -736.24792

DFT (the ωB97M-V functional and the def2-TZVPD basis) results for C8H12NO as an isolated structure in a non-equilibrium geometry.

Geometry (Å):
C1 2.074 -1.772 1.914
C2 1.633 -0.441 1.571
C3 1.492 -2.624 1.116
C4 0.838 -0.649 0.514
C5 -1.937 0.265 0.171
C6 -1.006 1.409 0.039
C7 -0.039 0.108 -0.313
C8 -1.153 2.480 -1.036
N1 -0.027 -0.232 -1.712
O1 0.779 -2.016 0.166
H1 2.727 -1.944 2.742
H2 1.654 0.449 2.239
H3 1.755 -3.653 1.079
H4 -2.009 -0.247 1.143
H5 -2.606 -0.127 -0.596
H6 -0.537 1.762 0.926
H7 -0.126 2.670 -1.454
H8 -1.569 3.437 -0.724
H9 -1.819 2.085 -1.844
H10 -0.946 0.144 -1.992
H11 0.054 -1.253 -1.727
H12 0.768 0.148 -2.226

Properties
Net charge: +1
Kohn-Sham gap (Ha): 0.32223
Largest force on an atom (eV/Å): 5.69
Electronic energy (hartree): -441.65828

DFT (the ωB97M-V functional and the def2-TZVPD basis) results for C8H12NO3PS as an isolated structure in a non-equilibrium geometry.

Geometry (Å):
C1 -2.205 0.852 1.437
C2 -1.642 -3.221 -0.556
C3 -0.112 0.094 0.473
C4 1.387 0.292 -1.475
C5 1.774 1.797 0.476
C6 2.229 -0.652 0.701
C7 -0.866 0.968 1.200
C8 1.317 0.402 0.056
N1 -3.372 0.899 1.421
O1 -0.526 -1.074 0.022
O2 -3.127 -0.423 -0.943
O3 -2.921 2.001 -1.089
P1 -1.984 -1.867 0.346
S1 -3.738 0.894 -0.675
H1 -2.322 -4.053 -0.541
H2 -0.753 -3.304 -1.155
H3 0.706 1.006 -1.933
H4 1.110 -0.706 -1.801
H5 2.398 0.505 -1.812
H6 1.144 2.564 0.031
H7 2.795 1.960 0.132
H8 1.768 1.908 1.559
H9 1.898 -1.656 0.446
H10 3.251 -0.526 0.348
H11 2.219 -0.549 1.785
H12 -0.428 1.890 1.545

Properties
Net charge: 0
Kohn-Sham gap (Ha): 0.28563
Largest force on an atom (eV/Å): 2.14
Electronic energy (hartree): -1331.97202

E_HOMO for every record listed, in sequence, given in Eh: -0.4354, -0.5618, -0.4241, -0.4636, -0.4103, -0.3011, -0.3174, -0.1796, -0.4457, -0.3200.
Energy above the lowest of the compared OMol25 structures with the same formula, charge and spin for every record listed, in sequence, given in eV: 0.856, 5.467, 2.827, 1.976, 2.011, 2.400, 2.528, 0.653, 2.414, 0.382.